# 1
{
  "formula": "C51H45FN5O8STl",
  "method": "ωB97M-V with the def2-TZVPD basis set",
  "e_lumo_ev": 3.62,
  "orbital_gap_ev": 5.364,
  "homo_ev": -1.7,
  "energy_ev": -95691.3971,
  "charge": -2,
  "symbols": ["Tl", "O", "C", "C", "C", "C", "C", "C", "C", "C", "C", "O", "C", "C", "C", "C", "C", "C", "C", "C", "C", "C", "C", "C", "N", "C", "C", "C", "C", "C", "C", "C", "C", "C", "C", "C", "C", "H", "H", "H", "H", "H", "H", "H", "H", "H", "H", "H", "H", "H", "H", "H", "H", "H", "H", "H", "H", "H", "H", "H", "H", "H", "H", "H", "C", "C", "N", "O", "C", "C", "N", "O", "H", "H", "H", "H", "H", "H", "H", "C", "C", "C", "C", "C", "C", "C", "F", "C", "C", "C", "O", "C", "C", "N", "C", "C", "O", "O", "H", "H", "H", "H", "H", "H", "H", "H", "H", "H", "H", "O", "S", "N"],
  "xyz": [[-0.089, -1.454, 0.919], [0.274, 0.753, -1.873], [0.303, 1.569, -3.029], [-2.212, 2.063, -2.596], [-2.866, 0.725, -3.090], [-2.907, 0.456, -4.442], [-3.330, -0.779, -4.865], [-3.767, -1.732, -3.967], [-3.599, -1.404, -2.565], [-3.940, -2.309, -1.456], [-2.809, -3.388, -1.148], [-1.658, -2.656, -0.997], [-3.171, -4.203, 0.159], [-4.324, -3.971, 0.940], [-4.420, -4.496, 2.194], [-3.384, -5.242, 2.745], [-2.293, -5.554, 2.012], [-2.203, -5.058, 0.696], [-2.617, -4.463, -2.260], [-1.538, -4.287, -3.087], [-1.160, -5.337, -3.906], [-1.890, -6.514, -3.957], [-3.043, -6.626, -3.147], [-3.474, -5.549, -2.393], [-3.288, -0.133, -2.202], [1.389, 2.714, -2.858], [1.257, 3.816, -3.750], [1.970, 4.972, -3.472], [2.870, 5.085, -2.370], [2.941, 3.981, -1.542], [2.259, 2.778, -1.793], [0.556, 0.666, -4.231], [0.960, -0.668, -4.082], [1.303, -1.409, -5.227], [1.086, -0.894, -6.466], [0.598, 0.417, -6.626], [0.458, 1.210, -5.540], [-2.957, 2.816, -2.863], [-0.441, 1.216, -1.294], [-2.556, 1.206, -5.121], [-3.340, -1.093, -5.893], [-4.139, -2.696, -4.328], [-4.974, -2.733, -1.535], [-3.887, -1.736, -0.522], [-5.094, -3.348, 0.476], [-5.299, -4.447, 2.822], [-3.435, -5.584, 3.777], [-1.478, -6.142, 2.445], [-1.409, -5.354, 0.015], [-0.979, -3.344, -3.131], [-0.283, -5.243, -4.579], [-1.629, -7.247, -4.694], [-3.539, -7.591, -3.126], [-4.421, -5.560, -1.893], [0.672, 3.775, -4.656], [1.973, 5.836, -4.214], [3.470, 5.962, -2.232], [3.536, 3.998, -0.618], [2.508, 1.934, -1.187], [1.081, -1.132, -3.120], [1.638, -2.462, -5.079], [1.177, -1.490, -7.397], [0.365, 0.891, -7.589], [0.102, 2.224, -5.722], [-1.335, 3.840, 1.500], [-2.012, 2.519, 1.179], [-1.982, 1.411, 1.848], [-1.386, 1.522, 3.153], [-2.654, 2.297, -0.231], [-4.134, 2.359, -0.258], [-1.860, 2.104, -1.168], [-0.972, 2.355, -3.294], [-0.436, 4.033, 0.829], [-1.187, 3.933, 2.591], [-1.989, 4.686, 1.243], [-1.472, 0.582, 3.471], [-4.526, 2.217, 0.746], [-4.463, 1.557, -0.906], [-4.597, 3.329, -0.585], [6.215, 0.623, 5.798], [4.707, 0.825, 6.125], [4.484, 1.954, 7.140], [4.540, 3.296, 6.411], [3.860, 3.384, 5.010], [3.552, 4.626, 4.461], [2.989, 4.664, 3.181], [2.672, 5.835, 2.588], [2.818, 3.480, 2.485], [3.058, 2.251, 3.020], [2.664, 1.068, 2.302], [2.011, 1.214, 1.226], [2.971, -0.178, 3.032], [3.560, -0.159, 4.259], [3.895, 0.991, 4.928], [3.620, 2.188, 4.320], [2.853, -1.572, 2.479], [3.357, -2.492, 3.122], [2.189, -1.746, 1.383], [6.900, 0.968, 6.638], [6.523, 1.220, 4.911], [6.455, -0.434, 5.662], [4.263, -0.123, 6.583], [5.138, 1.864, 8.041], [3.497, 1.806, 7.604], [5.636, 3.452, 6.236], [4.201, 4.107, 7.031], [3.670, 5.553, 5.061], [2.344, 3.522, 1.488], [3.864, -1.098, 4.702], [-2.583, -2.018, 5.029], [-1.162, -2.021, 4.726], [-0.664, -1.529, 3.431]],
  "forces_ev_per_angstrom": [[-0.82, 0.36, -0.65], [-1.43, 1.73, -0.62], [0.12, -0.29, 1.06], [0.67, -1.33, 0.22], [0.84, 0.53, -0.06], [0.51, 0.51, -0.17], [-0.67, -0.78, -0.12], [0.84, 0.33, 2.05], [-1.25, 0.88, -1.67], [-0.47, -1.32, 1.27], [0.64, 0.45, -0.15], [-0.95, -0.96, 0.10], [0.14, 0.61, 0.62], [0.49, 0.55, -1.62], [-0.37, -0.81, 1.19], [-0.82, 0.05, 1.04], [1.40, -0.03, -1.62], [-0.16, -0.14, -0.29], [-1.11, 1.62, 0.59], [1.00, -0.15, -0.64], [0.54, -0.11, -1.27], [-0.65, 0.59, 0.83], [0.48, -0.39, -1.02], [1.04, -0.43, -0.26], [0.42, -1.55, 0.74], [-2.10, -0.03, -1.28], [1.05, 0.21, 1.19], [1.28, 1.36, -0.95], [-1.61, -1.25, -0.85], [0.63, -0.19, 0.69], [0.27, 0.80, -0.48], [0.47, 0.15, -0.45], [0.32, 0.84, -0.65], [-0.20, -1.14, 1.24], [-0.64, 0.22, -2.29], [0.65, -0.44, -0.84], [-0.92, 0.33, 1.53], [0.54, 0.59, -0.03], [1.31, -0.76, -0.39], [0.24, 0.17, -0.42], [0.02, 0.42, -0.52], [0.31, 0.27, 0.46], [0.65, 0.19, -0.30], [-0.24, 0.12, -0.33], [0.01, -0.23, 0.57], [-0.23, 0.59, -0.20], [-0.20, 0.09, -0.13], [-0.26, 0.14, -0.27], [0.30, 0.21, 0.39], [-0.29, -0.46, 0.65], [-0.60, 0.08, 0.45], [0.16, -0.64, 0.08], [-0.41, 0.18, -0.15], [-0.20, -0.19, 0.60], [-0.24, -0.05, 0.30], [-0.27, -1.17, 0.98], [0.03, 0.32, 0.20], [0.04, 0.10, -0.54], [-0.56, -0.44, 0.52], [-0.19, 0.16, 0.35], [-0.24, 0.98, -0.27], [0.22, 0.18, 0.82], [0.29, -0.68, 0.17], [0.11, -0.27, 0.41], [-0.20, 0.43, -0.38], [0.64, -1.80, -0.32], [0.10, 1.75, 0.76], [-0.74, -0.69, -1.31], [0.18, 0.98, 2.44], [-1.07, 0.68, -0.24], [0.36, -0.02, -1.62], [-0.24, -0.44, 0.25], [-0.76, -0.66, 1.18], [0.57, -0.24, -0.67], [-0.21, -0.26, -0.08], [0.32, 0.62, -0.45], [0.05, -0.29, 0.03], [-0.37, -0.12, -0.11], [0.75, -0.62, -0.07], [0.69, 0.69, 0.54], [0.01, -1.13, 1.35], [-1.31, -0.24, 0.15], [1.36, -0.01, -0.98], [0.59, -0.01, 1.43], [-0.40, 0.32, 0.21], [0.80, -1.15, 0.33], [0.00, 0.08, 0.18], [-1.25, 2.06, -1.42], [1.03, 0.03, 1.96], [-2.21, -1.13, -2.02], [1.76, -0.73, 2.17], [0.48, 0.26, -0.27], [0.05, 1.01, -0.77], [-0.19, -0.85, -0.27], [-0.03, 0.91, -0.19], [-1.84, -1.39, -2.04], [0.71, -0.18, 0.62], [1.76, 0.66, 1.36], [-1.01, -0.30, -0.73], [-0.31, -0.55, 0.42], [-0.11, 0.16, -0.37], [0.96, 1.11, -0.45], [0.09, 0.26, -1.05], [-0.09, 0.09, -0.43], [-0.67, 0.28, 0.03], [-0.18, 0.38, 0.31], [0.04, -0.70, -0.52], [0.34, -0.13, 0.60], [-0.19, -0.05, 0.01], [-1.56, 0.03, 0.64], [1.47, 0.00, -0.96], [-0.09, 0.19, 0.93]]
}

***

# 2
{
  "formula": "C30H52BrN3P2STc",
  "method": "ωB97M-V with the def2-TZVPD basis set",
  "e_lumo_ev": [-13.02, -14.80],
  "orbital_gap_ev": [5.978, 4.758],
  "spin_multiplicity": 4,
  "homo_ev": [-19.0, -19.6],
  "energy_ev": -138034.3572,
  "charge": 4,
  "symbols": ["N", "C", "C", "C", "C", "C", "C", "Tc", "P", "C", "C", "C", "C", "C", "C", "C", "Br", "H", "H", "H", "H", "H", "H", "H", "H", "H", "H", "P", "C", "C", "H", "H", "H", "H", "H", "C", "C", "H", "H", "H", "H", "H", "C", "C", "H", "H", "H", "H", "H", "C", "C", "H", "H", "H", "H", "H", "C", "C", "H", "H", "H", "H", "H", "C", "C", "H", "H", "H", "H", "H", "C", "C", "N", "C", "S", "N", "C", "C", "H", "H", "H", "H", "H", "H", "H", "H", "H", "H", "H", "H"],
  "xyz": [[-5.328, -1.467, 3.563], [-4.417, -0.594, 4.012], [-3.915, 0.433, 3.217], [-4.419, 0.578, 1.906], [-5.464, -0.270, 1.486], [-5.869, -1.292, 2.354], [-3.780, 1.527, 1.048], [0.628, 0.546, -1.131], [2.824, 0.377, -2.061], [-3.951, 1.585, -0.301], [-2.832, 2.073, -1.070], [-2.601, 1.591, -2.382], [-1.329, 1.633, -2.888], [-0.238, 2.127, -2.087], [-0.568, 2.941, -0.941], [-1.850, 2.898, -0.455], [1.173, 3.063, -3.412], [-3.155, 2.256, 1.569], [-4.806, 1.166, -0.839], [-3.164, 1.134, 3.590], [-5.970, -0.108, 0.530], [-4.067, -0.702, 5.044], [-6.669, -1.978, 2.054], [-3.446, 1.192, -2.954], [-2.133, 3.513, 0.408], [-1.137, 1.388, -3.928], [0.162, 3.658, -0.564], [-0.196, -1.496, -1.296], [3.370, 1.953, -1.240], [4.173, 2.902, -2.127], [3.943, 1.630, -0.354], [2.476, 2.478, -0.856], [4.150, 3.893, -1.651], [5.223, 2.594, -2.226], [3.706, 3.014, -3.116], [2.624, 0.156, -3.885], [3.852, 0.217, -4.782], [1.913, 0.947, -4.185], [2.109, -0.811, -4.025], [3.502, 0.443, -5.798], [4.554, 1.005, -4.491], [4.374, -0.747, -4.828], [4.286, -0.675, -1.730], [5.663, -0.043, -1.985], [4.153, -1.577, -2.349], [4.203, -0.980, -0.677], [6.420, -0.822, -1.809], [5.793, 0.306, -3.020], [5.876, 0.785, -1.294], [0.646, -2.798, -0.303], [2.107, -3.110, -0.620], [0.026, -3.691, -0.468], [0.542, -2.511, 0.759], [2.268, -4.180, -0.419], [2.379, -2.925, -1.667], [2.790, -2.550, 0.032], [-0.167, -2.161, -3.002], [-1.264, -1.628, -3.924], [-0.259, -3.252, -2.887], [0.831, -1.953, -3.417], [-0.971, -1.803, -4.968], [-2.217, -2.142, -3.743], [-1.432, -0.552, -3.799], [-1.962, -1.636, -0.803], [-2.259, -2.188, 0.593], [-2.425, -2.274, -1.568], [-2.410, -0.633, -0.913], [-3.316, -2.477, 0.651], [-1.663, -3.079, 0.833], [-2.086, -1.430, 1.370], [-1.321, -1.925, 4.621], [-0.008, -1.343, 4.141], [-0.149, -0.750, 2.777], [0.613, 0.284, 2.344], [1.625, 0.200, 0.924], [0.784, 1.395, 3.050], [-0.087, 1.868, 4.133], [0.754, 2.269, 5.330], [-2.096, -1.154, 4.687], [-1.182, -2.344, 5.626], [-1.680, -2.724, 3.957], [0.380, -0.574, 4.818], [0.753, -2.135, 4.071], [-0.277, -1.479, 2.071], [1.479, 2.036, 2.662], [-0.659, 2.723, 3.746], [-0.806, 1.076, 4.367], [1.413, 3.113, 5.085], [0.089, 2.566, 6.149], [1.374, 1.427, 5.664]],
  "forces_ev_per_angstrom": [[1.37, 3.30, -2.45], [0.10, -0.66, 1.82], [-0.79, -0.49, -0.78], [-0.77, -0.74, 0.91], [0.46, -0.06, 0.96], [-1.42, -1.15, -0.13], [-0.63, 0.88, -0.70], [2.13, 0.68, 1.28], [1.03, -0.45, -0.46], [-0.03, 0.30, 0.49], [0.24, 0.22, -0.53], [-0.79, -0.01, 0.78], [0.80, 0.22, -0.21], [-0.13, 3.12, -2.85], [-0.29, 0.36, -0.17], [0.58, 0.04, 0.31], [-2.05, -0.26, 1.60], [0.41, -0.61, -0.37], [0.46, -0.35, 0.24], [-0.29, -0.45, 0.17], [0.07, -0.48, 0.43], [-0.30, -0.06, -0.23], [0.16, 0.12, 0.13], [0.41, 0.05, 0.13], [0.23, -0.22, -0.43], [0.05, -0.09, 0.21], [-0.09, -0.29, 0.08], [-0.72, -3.22, -0.17], [-0.48, 0.16, -0.27], [0.23, 0.53, -0.12], [-0.25, -0.04, -0.30], [0.28, -0.09, -0.10], [0.16, -0.23, -0.20], [-0.48, 0.11, -0.07], [0.53, -0.08, 0.36], [-0.92, 0.91, 0.02], [0.40, -0.06, -0.33], [0.35, -0.80, -0.01], [0.27, 0.34, 0.24], [0.16, -0.08, 0.21], [-0.19, -0.16, -0.17], [-0.01, 0.33, 0.10], [-0.55, -0.87, 0.59], [0.24, 0.21, -0.13], [0.10, 0.21, 0.25], [0.21, -0.07, -0.22], [-0.26, 0.23, -0.02], [-0.04, -0.15, 0.50], [-0.04, -0.34, -0.22], [-0.25, 0.13, 0.20], [0.25, -0.22, 0.07], [0.07, 0.16, 0.02], [0.08, -0.29, -0.50], [0.11, 0.37, -0.12], [-0.12, -0.11, 0.23], [-0.23, -0.10, -0.25], [0.27, 0.08, -0.11], [-0.14, 0.01, -0.22], [0.13, 0.20, -0.02], [-0.38, -0.27, 0.17], [-0.22, 0.01, 0.28], [0.25, 0.15, -0.16], [0.06, -0.46, -0.11], [-0.40, 0.49, 0.03], [-0.02, 0.00, 0.25], [0.16, 0.12, 0.13], [0.04, -0.44, -0.04], [0.27, 0.04, -0.04], [-0.30, 0.21, -0.08], [-0.13, -0.18, -0.22], [-0.08, -0.02, 0.25], [0.11, -0.01, 0.21], [0.62, 0.26, -0.62], [-0.35, 0.20, 1.11], [0.45, 0.03, -0.79], [-0.49, -0.82, -0.94], [0.05, 0.19, 0.24], [-0.07, -0.01, 0.31], [0.34, -0.12, -0.01], [-0.06, -0.01, -0.28], [0.11, 0.15, 0.18], [-0.13, -0.26, -0.16], [-0.16, 0.28, 0.04], [0.23, 0.50, 0.39], [-0.30, -0.12, 0.33], [0.18, -0.09, 0.04], [0.23, 0.14, -0.03], [-0.20, -0.21, 0.11], [0.27, 0.02, -0.11], [-0.14, 0.24, 0.00]]
}